Density functional theory data (wB97M-V/def2-TZVPD) for a molecular structure, C4H11NO2P at a distorted geometry.

- Gap between HOMO and LUMO: 7.453 eV
- Spin multiplicity: 1
- Relative energy (zero: lowest compared OMol25 entry of this formula, charge and spin): 77.63 kJ/mol
- Electronic energy: -19202.079 eV
- Charge: -1

Each line ends with the Löwdin charge.
Positions of all 19 atoms, in Å:
1 C 0.864 -0.311 1.320  -0.184
2 C 1.506 -0.204 -1.076  -0.152
3 C 0.213 1.708 -0.112  -0.121
4 C 0.406 0.133 -0.046  -0.528
5 N -2.725 -0.148 0.054  -0.155
6 O -1.538 -1.996 -1.582  -0.407
7 O -1.326 -2.316 0.950  -0.402
8 P -1.503 -1.419 -0.223  0.363
9 H -0.077 -0.237 1.875  0.053
10 H 1.228 -1.377 1.212  0.083
11 H 1.720 0.173 1.736  0.046
12 H 2.441 0.418 -0.914  0.073
13 H 1.141 -0.016 -2.124  0.079
14 H 1.722 -1.228 -0.998  0.036
15 H -0.390 1.822 -0.982  0.037
16 H -0.192 2.219 0.743  0.046
17 H 1.275 2.019 -0.128  0.059
18 H -2.339 0.591 -0.706  0.066
19 H -2.426 0.168 1.001  0.007



Density functional theory data (wB97M-V/def2-TZVPD) for a single C4H7OP molecule at a distorted geometry.

- Gap between HOMO and LUMO: 9.714 eV
- Spin multiplicity: 1
- Relative energy (zero: lowest compared OMol25 entry of this formula, charge and spin): 210.51 kJ/mol
- Electronic energy: -15595.255 eV
- Charge: 0

Each line ends with the Löwdin charge.
Positions of all 13 atoms, in Å:
1 C -2.051 0.153 1.193  -0.085
2 C -1.135 -0.043 0.271  -0.430
3 P 0.634 0.144 0.611  0.891
4 C 1.326 -1.255 -0.452  -0.321
5 C 1.035 1.486 -0.588  -0.503
6 O 0.264 2.367 -0.838  -0.042
7 H -3.167 -0.140 0.920  0.100
8 H -1.788 0.479 2.265  0.075
9 H -1.537 -0.463 -0.579  0.037
10 H 2.421 -1.007 -0.470  0.030
11 H 0.661 -1.167 -1.449  0.086
12 H 1.174 -2.188 0.181  0.040
13 H 2.163 1.633 -1.065  0.123



Density functional theory data (wB97M-V/def2-TZVPD) for 2 unconnected molecules or ions with the total composition C5H6O at a distorted geometry.

- Gap between HOMO and LUMO: 10.524 eV
- Spin multiplicity: 1
- Relative energy (zero: lowest compared OMol25 entry of this formula, charge and spin): 222.54 kJ/mol
- Electronic energy: -7326.978 eV
- Charge: 0

Each line ends with the Löwdin charge.
Positions of all 12 atoms, in Å:
1 C 0.364 0.685 0.973  -0.102
2 C 3.056 -2.021 2.686  0.021
3 C -0.220 -0.694 0.765  -0.180
4 C 0.154 -0.480 -0.708  -0.183
5 C 0.905 0.769 -0.238  -0.076
6 O 2.020 -2.156 2.261  0.013
7 H 0.407 1.292 1.777  0.056
8 H 0.381 -1.426 1.125  0.015
9 H -1.339 -0.774 1.000  0.133
10 H 0.683 -1.365 -1.102  0.099
11 H -0.592 -0.192 -1.468  0.106
12 H 1.538 1.611 -0.564  0.099



Density functional theory data (wB97M-V/def2-TZVPD) for a molecular structure, C23H15AsO6Ru at a distorted geometry.

- Gap between HOMO and LUMO (spin up / spin down): 4.045 / 4.554 eV
- Spin multiplicity: 6
- Relative energy (zero: lowest compared OMol25 entry of this formula, charge and spin): 0.00 kJ/mol
- Electronic energy: -99763.872 eV
- Charge: +3

Each line ends with the Mulliken spin population.
Positions of all 46 atoms, in Å:
1 O -0.033 0.028 -3.931  -0.031
2 C 0.001 0.030 -2.797  0.084
3 Ru 0.000 0.033 0.046  1.657
4 O 1.881 -2.432 0.025  0.016
5 C 1.182 -1.513 -0.030  0.000
6 C -1.138 1.601 -0.077  0.004
7 O -1.804 2.549 -0.110  0.025
8 C -1.540 -1.164 -0.045  -0.008
9 O -2.442 -1.888 -0.027  0.035
10 C 1.550 1.208 0.030  0.007
11 O 2.469 1.904 0.101  0.037
12 O 0.054 -0.121 2.067  0.305
13 As -0.256 0.063 3.755  0.284
14 C -2.085 0.637 4.019  0.016
15 C -2.552 0.947 5.298  0.021
16 C -3.876 1.371 5.481  0.011
17 C -4.731 1.487 4.368  0.001
18 C -4.260 1.162 3.102  0.007
19 C -2.943 0.724 2.919  0.003
20 C -0.002 -1.749 4.394  0.056
21 C 1.219 -2.390 4.142  0.258
22 C 1.431 -3.691 4.633  0.137
23 C 0.433 -4.353 5.341  0.120
24 C -0.793 -3.723 5.556  0.251
25 C -1.004 -2.416 5.080  0.217
26 C 1.063 1.361 4.310  0.122
27 C 2.414 1.119 4.028  0.278
28 C 3.396 2.018 4.491  0.114
29 C 3.029 3.155 5.204  0.172
30 C 1.682 3.414 5.449  0.270
31 C 0.699 2.513 4.994  0.210
32 H -1.898 0.863 6.166  0.017
33 H -4.246 1.613 6.470  0.000
34 H -5.766 1.831 4.505  0.000
35 H -4.924 1.247 2.226  0.000
36 H -2.585 0.449 1.923  0.003
37 H 1.998 -1.888 3.554  0.091
38 H 2.388 -4.181 4.435  -0.003
39 H 0.599 -5.362 5.707  0.014
40 H -1.596 -4.248 6.075  -0.004
41 H -1.986 -1.925 5.247  0.038
42 H 2.709 0.242 3.440  0.110
43 H 4.446 1.816 4.270  -0.003
44 H 3.792 3.851 5.554  0.017
45 H 1.384 4.321 5.977  -0.005
46 H -0.370 2.734 5.180  0.049



Density functional theory data (wB97M-V/def2-TZVPD) for a molecular structure, C19H32BF6N5O4S3Tc at a distorted geometry.

- Gap between HOMO and LUMO (spin up / spin down): 5.643 / 6.193 eV
- Spin multiplicity: 2
- Electronic energy: -87534.705 eV
- Charge: 0

Each line ends with the Mulliken spin population.
Positions of all 71 atoms, in Å:
1 Tc -0.181 -0.074 0.286  0.823
2 C 3.822 3.251 2.010  0.001
3 N 3.324 3.035 0.673  0.000
4 C 3.990 3.330 -0.502  -0.003
5 C 3.188 2.984 -1.527  0.002
6 N 2.012 2.459 -1.021  0.003
7 B 0.843 1.935 -1.928  -0.020
8 N 1.405 0.849 -2.866  0.002
9 C 1.390 0.953 -4.245  -0.001
10 C 1.965 -0.140 -4.772  0.002
11 N 2.355 -0.963 -3.731  0.001
12 C 3.021 -2.236 -3.907  0.000
13 C 1.990 -0.333 -2.562  0.003
14 S 2.218 -0.873 -1.031  0.035
15 C 2.121 2.510 0.323  0.018
16 S 0.949 2.028 1.379  0.033
17 H 4.821 3.687 1.969  0.000
18 H 3.873 2.299 2.546  0.001
19 H 3.160 3.933 2.551  0.001
20 H 4.974 3.762 -0.560  0.000
21 H 3.408 3.083 -2.576  0.000
22 H 0.421 2.839 -2.599  0.000
23 H -0.103 1.482 -1.243  -0.004
24 H 0.984 1.789 -4.789  0.000
25 H 2.112 -0.358 -5.816  0.000
26 H 3.162 -2.432 -4.971  0.000
27 H 2.425 -3.038 -3.482  -0.001
28 H 3.998 -2.216 -3.417  0.000
29 C -2.724 -2.323 3.569  0.002
30 N -1.973 -1.626 2.530  0.017
31 C -2.683 -0.899 1.459  -0.088
32 C -0.558 -1.671 2.592  -0.009
33 O 0.270 -1.145 1.834  -0.006
34 H -3.794 -2.219 3.415  0.000
35 H -2.457 -1.915 4.546  -0.001
36 H -2.459 -3.382 3.555  0.000
37 H -3.792 -0.947 1.531  0.004
38 H -2.378 -1.532 0.304  -0.032
39 H -2.349 0.211 1.490  0.055
40 H -0.225 -2.262 3.447  -0.004
41 O -1.896 -0.799 0.310  0.043
42 C -0.358 -2.764 -3.004  0.005
43 C -0.360 -3.023 -1.497  0.013
44 O -0.308 -1.816 -0.859  0.035
45 C 0.813 -4.007 -1.132  0.005
46 F 2.028 -3.552 -1.409  0.001
47 F 0.827 -4.346 0.172  -0.001
48 F 0.719 -5.169 -1.832  0.001
49 C -1.650 -3.803 -1.124  -0.001
50 F -1.737 -4.122 0.183  -0.001
51 F -2.764 -3.094 -1.425  0.001
52 F -1.773 -4.961 -1.804  0.000
53 H 0.547 -2.261 -3.316  -0.003
54 H -1.205 -2.143 -3.296  0.000
55 H -0.425 -3.696 -3.574  -0.001
56 C -4.094 0.519 2.780  0.004
57 C -3.239 1.777 2.607  0.019
58 S -1.520 1.460 1.753  0.030
59 O -1.794 1.105 0.213  0.016
60 C -1.013 3.252 1.766  -0.003
61 C -0.479 3.680 3.132  0.003
62 H -5.042 0.756 3.273  0.001
63 H -3.573 -0.201 3.390  -0.002
64 H -4.319 0.025 1.767  0.002
65 H -3.046 2.207 3.591  -0.003
66 H -3.781 2.500 1.991  0.001
67 H -1.859 3.891 1.467  0.000
68 H -0.202 3.354 0.973  0.001
69 H -1.251 3.627 3.904  0.000
70 H -0.127 4.712 3.084  0.001
71 H 0.351 3.060 3.453  0.000



Please write out number 1 again, unchanged.
Density functional theory data (wB97M-V/def2-TZVPD) for a molecular structure, C4H11NO2P at a distorted geometry.

- Gap between HOMO and LUMO: 7.453 eV
- Spin multiplicity: 1
- Relative energy (zero: lowest compared OMol25 entry of this formula, charge and spin): 77.63 kJ/mol
- Electronic energy: -19202.079 eV
- Charge: -1

Each line ends with the Löwdin charge.
Positions of all 19 atoms, in Å:
1 C 0.864 -0.311 1.320  -0.184
2 C 1.506 -0.204 -1.076  -0.152
3 C 0.213 1.708 -0.112  -0.121
4 C 0.406 0.133 -0.046  -0.528
5 N -2.725 -0.148 0.054  -0.155
6 O -1.538 -1.996 -1.582  -0.407
7 O -1.326 -2.316 0.950  -0.402
8 P -1.503 -1.419 -0.223  0.363
9 H -0.077 -0.237 1.875  0.053
10 H 1.228 -1.377 1.212  0.083
11 H 1.720 0.173 1.736  0.046
12 H 2.441 0.418 -0.914  0.073
13 H 1.141 -0.016 -2.124  0.079
14 H 1.722 -1.228 -0.998  0.036
15 H -0.390 1.822 -0.982  0.037
16 H -0.192 2.219 0.743  0.046
17 H 1.275 2.019 -0.128  0.059
18 H -2.339 0.591 -0.706  0.066
19 H -2.426 0.168 1.001  0.007



Copy entry 2 word for word.
Density functional theory data (wB97M-V/def2-TZVPD) for a single C4H7OP molecule at a distorted geometry.

- Gap between HOMO and LUMO: 9.714 eV
- Spin multiplicity: 1
- Relative energy (zero: lowest compared OMol25 entry of this formula, charge and spin): 210.51 kJ/mol
- Electronic energy: -15595.255 eV
- Charge: 0

Each line ends with the Löwdin charge.
Positions of all 13 atoms, in Å:
1 C -2.051 0.153 1.193  -0.085
2 C -1.135 -0.043 0.271  -0.430
3 P 0.634 0.144 0.611  0.891
4 C 1.326 -1.255 -0.452  -0.321
5 C 1.035 1.486 -0.588  -0.503
6 O 0.264 2.367 -0.838  -0.042
7 H -3.167 -0.140 0.920  0.100
8 H -1.788 0.479 2.265  0.075
9 H -1.537 -0.463 -0.579  0.037
10 H 2.421 -1.007 -0.470  0.030
11 H 0.661 -1.167 -1.449  0.086
12 H 1.174 -2.188 0.181  0.040
13 H 2.163 1.633 -1.065  0.123



Q: What is the formula in the second record?
A: C4H7OP



Q: The highest charge belongs to which entry?
A: C23H15AsO6Ru